1.
57
Properties=species:S:1:pos:R:3:mulliken_charge:R:1 method="wB97M-V/def2-TZVPD" de_lowest_kcal_mol=15.8 charge=+2 homo_ev="-12.99 / -12.71" e_tot_ha=-4024.8485 multiplicity=3
Au -0.6345 -0.2665 0.5477 0.65
N 0.0555 -1.0768 3.1513 -0.18
C -0.8057 -2.1224 3.2572 0.34
C -1.3492 -2.5268 4.4794 -0.68
C -2.1447 -3.6641 4.5772 -0.74
C -2.4263 -4.4237 3.4624 -0.88
C -1.9562 -4.0244 2.1901 0.42
C -2.2621 -4.7329 1.0112 -0.49
C -1.7996 -4.2617 -0.1957 -0.88
C -1.1203 -3.0450 -0.2290 0.06
N -0.8601 -2.3333 0.8570 -0.22
C -1.1910 -2.8303 2.0707 0.93
H 0.8412 -1.1646 2.4945 0.31
H 0.3061 -0.6246 4.0206 0.26
H -1.1101 -1.9720 5.3742 0.35
H -2.5174 -3.9659 5.5438 0.41
H -3.0244 -5.3193 3.5362 0.42
H -2.8621 -5.6308 1.0648 0.47
H -1.9866 -4.7876 -1.1173 0.42
H -0.7906 -2.6315 -1.1711 0.47
C -0.4806 3.1214 -3.7113 -0.65
C -0.3206 1.6178 -3.5386 -0.69
N -0.4561 1.2918 -2.1300 0.05
C -1.1383 2.0413 -1.2524 0.70
N -1.1238 1.6632 0.0327 -0.54
C -1.7528 2.5412 0.9947 -0.54
C -3.0851 3.0197 0.4220 -0.69
C -2.7696 3.8252 -0.8262 -0.70
N -1.8295 3.1088 -1.6723 0.16
C -1.7919 3.5291 -3.0620 -0.71
H -0.4832 3.3873 -4.7649 0.37
H 0.3513 3.6325 -3.2245 0.29
H 0.6579 1.2743 -3.8765 0.40
H -1.0891 1.0820 -4.1086 0.30
H 0.2457 0.6882 -1.7225 0.20
H -1.0997 3.4013 1.1865 0.26
H -1.8904 2.0033 1.9317 0.32
H -3.6268 3.6243 1.1462 0.39
H -3.6939 2.1501 0.1650 0.30
H -2.3299 4.7918 -0.5542 0.35
H -3.6796 4.0142 -1.4026 0.40
H -1.9134 4.6138 -3.0922 0.42
H -2.6345 3.0819 -3.6041 0.32
Br 6.1842 2.8653 -1.3243 0.07
C 5.5213 1.1173 -0.9825 0.04
C 6.2912 0.0002 -1.2908 -0.31
C 5.7842 -1.2616 -1.0354 -0.67
C 4.5117 -1.4151 -0.5023 -0.23
C 3.7462 -0.2871 -0.2319 0.14
C 4.2384 0.9855 -0.4569 -0.14
C 2.3196 -0.4833 0.2641 0.56
O 2.0921 -1.1693 1.2480 -0.81
O 1.4630 0.0916 -0.4522 -0.75
H 7.2704 0.1278 -1.7260 0.46
H 6.3778 -2.1370 -1.2546 0.44
H 4.1156 -2.3964 -0.2946 0.50
H 3.6570 1.8627 -0.2199 0.55

2.
43
Properties=species:S:1:pos:R:3:mulliken_charge:R:1 method="wB97M-V/def2-TZVPD" de_lowest_kcal_mol=17.3 homo_ev=-8.26 e_tot_ha=-941.1302 smiles="CCCCCCCn1ccc(O)c(CC(=O)OC)c1=O"
C 3.0980 2.2364 0.6255 -0.87
C 4.3126 1.6262 -0.0640 -0.43
C 4.6029 0.1729 0.3195 -0.81
C 3.5957 -0.8553 -0.2112 -0.27
C 2.4396 -1.1377 0.7482 -0.38
C 1.5255 -2.2675 0.2741 -0.86
H 0.8296 -2.5257 1.0736 0.40
C 0.6953 -1.9241 -0.9673 -1.21
N -0.1685 -0.7826 -0.7361 0.05
C 0.1749 0.4435 -1.1790 -0.21
C -0.5878 1.5360 -0.9421 -0.61
C -1.7930 1.3946 -0.2016 1.08
C -2.1413 0.1533 0.2737 0.01
C -1.3279 -1.0075 0.0110 0.50
O -1.5879 -2.1390 0.3983 -0.74
C -3.3501 -0.0941 1.1517 -1.31
C -4.6324 0.2416 0.4337 1.03
O -4.9741 1.3728 0.1567 -0.74
O -5.3435 -0.8313 0.1306 -0.30
C -6.5595 -0.6182 -0.5755 -0.68
H -7.2275 0.0198 0.0067 0.30
H -6.3605 -0.1366 -1.5348 0.31
H -6.9998 -1.6002 -0.7241 0.23
H -3.3460 -1.1506 1.4229 0.31
H -3.2892 0.5253 2.0520 0.39
O -2.5058 2.5138 -0.0092 -0.65
H -3.4241 2.3079 0.2623 0.35
H -0.3137 2.5106 -1.3052 0.50
H 1.0891 0.5070 -1.7506 0.25
H 0.0523 -2.7779 -1.1980 0.42
H 1.3361 -1.7122 -1.8241 0.53
H 2.1212 -3.1536 0.0470 0.45
H 1.8466 -0.2376 0.9092 0.07
H 2.8586 -1.4266 1.7149 0.49
H 3.2171 -0.5107 -1.1747 0.09
H 4.1191 -1.7986 -0.3882 0.36
H 4.6638 0.0932 1.4068 0.32
H 5.5894 -0.0763 -0.0795 0.31
H 4.1869 1.6940 -1.1476 0.28
H 5.1914 2.2214 0.1975 0.34
H 3.1617 2.0962 1.7022 0.31
H 2.1717 1.7927 0.2713 -0.03
H 3.0533 3.3046 0.4234 0.39

3.
57
Properties=species:S:1:pos:R:3:mulliken_charge:R:1 method="wB97M-V/def2-TZVPD" de_lowest_kcal_mol=2.4 charge=+3 homo_ev="-17.04 / -17.04" e_tot_ha=-3871.8106 multiplicity=4
C -6.7946 -28.3275 -6.3188 -1.12
C -6.7097 -28.3679 -4.8027 -0.37
N -5.7801 -27.3944 -4.2340 0.25
C -5.2401 -27.4589 -2.9770 -0.48
C -4.3978 -26.4040 -2.8339 -0.35
N -4.4252 -25.7295 -4.0197 0.19
C -5.3033 -26.3081 -4.8511 -0.23
C -3.7419 -24.4804 -4.3385 -0.65
H -5.8221 -28.0902 -6.7518 0.35
H -7.4480 -27.5051 -6.6292 0.18
H -7.1846 -29.2500 -6.7326 0.40
H -6.3898 -29.3773 -4.5305 0.41
H -7.6554 -28.2616 -4.2679 0.37
H -5.5029 -28.2774 -2.3284 0.48
H -3.7507 -26.1291 -2.0198 0.45
H -5.3728 -26.0309 -5.8893 0.21
H -3.0667 -24.2183 -3.5298 0.33
H -4.4748 -23.6932 -4.5028 0.19
H -3.1558 -24.5790 -5.2516 0.31
Cu -9.3880 -23.6569 -6.8059 0.87
Pd -6.1822 -20.5722 -6.9193 1.11
C -6.7985 -23.1837 -6.7329 1.57
O -7.2005 -24.3726 -6.7124 -0.42
O -7.7112 -22.2554 -6.7009 -0.78
O -5.6479 -22.7574 -7.0393 -0.70
Cl -5.5942 -23.7656 -11.3158 -0.19
C -4.7346 -25.1704 -10.6366 -0.41
C -4.2063 -24.7782 -9.2720 0.07
Cl -3.4465 -26.1500 -8.4279 -0.18
H -3.9499 -25.4828 -11.3169 0.37
H -5.4581 -25.9635 -10.4661 0.29
H -5.0348 -24.5018 -8.6232 -0.41
H -3.5201 -23.9356 -9.2288 0.39
C -9.0417 -18.9067 -6.3594 0.19
O -7.9607 -19.4564 -6.1053 -0.59
N -9.3897 -17.7020 -5.9308 0.11
C -10.7340 -17.1764 -6.1047 -0.92
C -8.5118 -16.8177 -5.1764 -0.93
H -9.8316 -19.3241 -7.0015 0.41
H -10.7607 -16.3558 -6.8219 0.37
H -11.1723 -16.7713 -5.1894 0.36
H -11.4273 -17.9598 -6.4189 0.33
H -8.7714 -16.8079 -4.1151 0.35
H -7.4755 -17.1473 -5.2261 0.30
H -8.5656 -15.8004 -5.5570 0.37
C -9.4457 -22.2242 -3.8031 0.13
O -9.5609 -23.1505 -4.5817 -0.58
N -10.4661 -21.3326 -3.5435 0.18
C -10.2991 -20.2882 -2.5473 -0.89
C -11.8003 -21.5728 -4.0443 -0.93
H -8.5712 -22.0207 -3.1782 0.37
H -10.6715 -19.3601 -2.9857 0.28
H -9.2535 -20.1809 -2.2656 0.30
H -10.8642 -20.5483 -1.6467 0.36
H -12.5251 -21.5311 -3.2238 0.34
H -12.0838 -20.7559 -4.7183 0.28
H -11.9221 -22.5396 -4.5201 0.30